{"formula": "C16H18O2", "method": "ωB97M-V/def2-TZVPD", "lumo_ha": -0.0072, "e_above_lowest_kj_mol": 76.0, "homo_energy_ev": -8.343, "gap_ev": 8.1, "fmax_ev_per_a": 2.5, "total_charge": 0, "symbols": ["O", "O", "C", "C", "C", "C", "C", "C", "C", "C", "C", "C", "C", "C", "C", "C", "C", "C", "H", "H", "H", "H", "H", "H", "H", "H", "H", "H", "H", "H", "H", "H", "H", "H", "H", "H"], "xyz": [[1.0440, 1.8291, 1.8386], [-1.9427, 1.8144, 2.1144], [-0.3643, 0.4363, -0.8379], [-2.6863, 0.9386, -1.4313], [-2.8299, -0.4049, 2.2254], [-0.5609, 1.8645, -0.8902], [2.3130, -2.2217, -1.2890], [3.3800, -0.0345, -1.4169], [0.7566, 0.6294, 1.7830], [-1.8533, 2.1739, -1.1906], [-1.7446, 0.6166, 1.8519], [1.7700, -0.4170, 2.2211], [-0.5123, 0.1303, 1.1415], [2.1211, 0.5667, -1.3060], [3.4729, -1.4583, -1.3877], [1.0469, -1.6026, -1.1994], [0.9424, -0.2021, -1.1461], [-1.6681, -0.2471, -1.3086], [2.2686, -0.0996, 3.1554], [4.4610, -1.9299, -1.4957], [2.0632, 1.6539, -1.2977], [-3.4706, 0.8277, -0.6683], [-2.2906, 3.1417, -1.1914], [2.5751, -0.4897, 1.4613], [1.3627, -1.4224, 2.3656], [0.2604, 2.5609, -0.7679], [-2.4507, -1.4166, 2.3940], [4.2703, 0.5628, -1.4921], [-3.2197, 0.9272, -2.3853], [2.3846, -3.3178, -1.2632], [-3.3753, -0.0717, 3.1251], [-0.5333, -0.9314, 0.8360], [-1.9916, -0.9730, -0.5597], [0.1727, -2.2241, -1.1332], [-3.5735, -0.4447, 1.4097], [-1.5977, -0.7647, -2.2644]], "lowdin_charge": [0.07, 0.07, -0.22, -0.15, -0.02, -0.05, -0.08, -0.06, -0.41, -0.03, -0.40, 0.00, -0.04, -0.02, -0.09, -0.03, -0.18, -0.11, 0.09, 0.10, 0.11, 0.10, 0.10, 0.08, 0.08, 0.11, 0.07, 0.10, 0.11, 0.11, 0.09, 0.10, 0.10, 0.11, 0.08, 0.12]}


{"formula": "C33H46I2IrNOPTe", "method": "ωB97M-V/def2-TZVPD", "lumo_ha": [-0.2116, -0.2821], "homo_energy_ev": [-13.389, -13.468], "gap_ev": [7.6, 5.8], "s2": 8.7767, "spin_multiplicity": 6, "fmax_ev_per_a": 2.5, "total_charge": 2, "symbols": ["Ir", "I", "I", "Te", "P", "O", "N", "C", "C", "C", "C", "C", "C", "C", "C", "C", "C", "C", "C", "C", "C", "C", "C", "C", "C", "C", "C", "C", "C", "C", "C", "C", "C", "C", "C", "C", "C", "C", "C", "C", "H", "H", "H", "H", "H", "H", "H", "H", "H", "H", "H", "H", "H", "H", "H", "H", "H", "H", "H", "H", "H", "H", "H", "H", "H", "H", "H", "H", "H", "H", "H", "H", "H", "H", "H", "H", "H", "H", "H", "H", "H", "H", "H", "H", "H", "H"], "xyz": [[-0.2064, 1.8526, 2.0493], [3.2767, 2.5806, 0.5946], [0.7930, 4.3258, 2.4678], [1.8435, -1.5903, -0.2219], [-2.4783, 1.9996, 1.0740], [0.6466, -2.1493, 1.9743], [0.6634, 0.0785, 1.6176], [-4.0017, 2.3501, 2.1016], [3.3272, -3.7351, -1.9552], [0.1954, -1.2686, -2.9298], [4.7970, -2.0541, -0.9994], [2.0419, -4.4840, -2.0049], [-1.4018, -1.5896, 3.9514], [0.3920, -0.9789, 2.3257], [-0.0580, -0.5942, -4.1252], [0.6714, 0.5166, -4.4991], [-2.5647, 4.6908, 0.2992], [-0.1767, 0.4698, 4.3139], [-2.3301, 3.2964, -0.2795], [-1.0291, 0.7707, 5.3738], [-3.1874, 3.0695, -1.5197], [4.3909, -4.2030, -2.7162], [-2.2242, -1.2840, 5.0239], [5.6521, -3.6215, -2.6499], [-0.3893, -0.7160, 3.5881], [-2.0637, -0.0882, 5.7084], [2.8834, 4.2627, 1.8279], [-2.6489, 0.2875, 0.3399], [1.2233, -0.7822, -2.1314], [5.0814, -0.9267, -0.0623], [1.9741, 0.3242, -2.5031], [5.8407, -2.5601, -1.7718], [-5.3044, 2.5444, 1.3305], [-1.4873, 0.0539, -0.6244], [3.5254, -2.6082, -1.1558], [-4.1372, 1.2650, 3.1664], [-3.9609, -0.1460, -0.3051], [6.7684, -4.1643, -3.4728], [1.6906, 0.9830, -3.6850], [-0.6533, -2.4501, -2.5779], [-4.4384, 0.3161, 2.7337], [6.0570, -1.0641, 0.4037], [-5.2975, 3.4487, 0.7308], [-0.8367, -0.9689, -4.7699], [1.3489, -4.1115, -1.2482], [-3.1925, 1.1179, 3.6929], [0.4517, 1.0277, -5.4241], [-3.7677, 3.2867, 2.6216], [-2.4927, -0.3565, 1.2175], [-2.7354, 0.1674, 6.5146], [-0.8666, 1.6643, 5.9566], [4.3210, -0.8649, 0.7236], [-0.3197, -2.9155, -1.6479], [-3.0013, 3.8797, -2.2238], [6.9385, -5.2138, -3.2320], [3.4971, 4.2107, 2.7186], [-1.7689, 0.3041, -1.6442], [-0.6177, -3.1874, -3.3791], [-2.9892, -1.9812, 5.3273], [2.2748, 1.8452, -3.9664], [-1.2020, -0.9946, -0.5857], [1.5965, -4.4078, -2.9955], [-4.2986, 0.5448, -1.0693], [-4.2461, 3.0704, -1.2807], [4.2301, -5.0589, -3.3570], [-4.8949, 1.5631, 3.8885], [-6.1112, 2.6421, 2.0530], [-4.7464, -0.2718, 0.4332], [2.7873, 0.6659, -1.8739], [-1.5382, -2.5011, 3.3911], [-3.7957, -1.1128, -0.7783], [-2.1415, 5.4374, -0.3685], [2.2236, -5.5396, -1.8087], [-0.6022, 0.6410, -0.3572], [6.8173, -2.1067, -1.6841], [-3.6252, 4.9005, 0.4001], [-1.6963, -2.1582, -2.4648], [-1.2753, 3.2266, -0.5855], [-5.5403, 1.7011, 0.6938], [6.5103, -4.1185, -4.5312], [-2.0989, 4.8143, 1.2772], [0.7600, 1.0183, 4.2118], [7.6927, -3.6168, -3.3127], [3.0845, 5.1686, 1.2687], [-2.9361, 2.1355, -2.0138], [5.1033, 0.0283, -0.5957]], "lowdin_spin": [2.22, 0.02, 0.15, 0.65, 0.14, 0.22, 0.72, 0.03, 0.02, 0.00, 0.03, 0.02, 0.00, 0.11, 0.00, 0.00, 0.00, 0.04, 0.02, 0.03, 0.01, 0.01, 0.04, 0.01, 0.09, 0.00, 0.04, 0.02, 0.06, 0.02, 0.03, 0.00, 0.01, 0.01, 0.12, 0.00, 0.01, 0.00, 0.01, 0.01, 0.00, 0.00, 0.00, 0.00, 0.02, 0.00, 0.00, 0.00, 0.00, 0.00, 0.00, 0.01, 0.01, 0.00, 0.00, 0.00, 0.00, 0.00, 0.00, 0.00, 0.00, 0.00, 0.00, 0.00, 0.00, 0.00, 0.00, 0.00, 0.01, 0.00, 0.00, 0.00, 0.00, 0.01, 0.00, 0.00, 0.00, 0.01, 0.00, 0.00, 0.00, 0.01, 0.00, 0.00, 0.00, 0.00]}


{"formula": "C10H15NO2S", "method": "ωB97M-V/def2-TZVPD", "lumo_ha": 0.0224, "e_above_lowest_kj_mol": 217.7, "homo_energy_ev": -9.000, "gap_ev": 9.6, "smiles": "C=CC1(C=C)N[C@@H](C(=O)O)C(C)(C)S1", "fmax_ev_per_a": 4.6, "total_charge": 0, "symbols": ["S", "O", "O", "N", "C", "C", "C", "C", "C", "C", "C", "C", "C", "C", "H", "H", "H", "H", "H", "H", "H", "H", "H", "H", "H", "H", "H", "H", "H"], "xyz": [[-0.6365, 1.8155, -0.3478], [1.8968, -2.1908, 0.2519], [3.2884, -0.5445, 0.8233], [-0.2294, -0.7033, 0.7083], [-1.8789, -0.3551, -1.1751], [2.0154, 2.2699, 0.2368], [-1.2879, 0.1798, 0.1569], [1.0179, 0.0362, 0.7950], [1.0432, 1.0907, -0.2466], [2.1579, -0.9803, 0.6550], [-1.6261, -1.5323, -1.7226], [-3.0425, -0.7313, 1.6857], [1.3510, 0.4979, -1.6170], [-2.3206, 0.2772, 1.2250], [-0.5605, -1.0840, 1.5077], [-0.8119, -2.1915, -1.4321], [-2.9257, -1.7996, 1.4228], [0.9145, -2.2297, 0.2921], [1.8026, 2.9886, -0.4920], [-3.7188, -0.5261, 2.5133], [1.2419, 0.4072, 1.7479], [0.7627, 0.9318, -2.3742], [-1.9158, -1.7447, -2.7517], [3.0607, 2.0023, 0.3340], [-2.6020, 0.2373, -1.6939], [-2.2569, 1.2364, 1.7858], [1.2148, -0.6135, -1.6968], [2.3589, 0.6111, -1.8028], [1.6872, 2.6451, 1.2109]], "lowdin_charge": [1.04, 0.15, 0.10, 0.05, -0.18, -0.05, -0.67, -0.27, -0.67, -0.50, 0.01, 0.02, -0.06, -0.18, 0.08, 0.05, 0.08, 0.11, 0.05, 0.06, 0.14, 0.06, 0.06, 0.08, 0.09, 0.11, 0.10, 0.06, 0.08]}


{"formula": "C24H26F2N4O4S", "method": "ωB97M-V/def2-TZVPD", "lumo_ha": 0.0081, "e_above_lowest_kj_mol": 0.0, "homo_energy_ev": -8.613, "gap_ev": 8.8, "smiles": "O=C(CSc1nc2ccccc2c(=O)n1CCCN1CCOCC1)Nc1ccccc1OC(F)F", "fmax_ev_per_a": 1.7, "total_charge": 0, "symbols": ["S", "F", "F", "O", "O", "O", "O", "N", "N", "N", "N", "C", "C", "C", "C", "C", "C", "C", "C", "C", "C", "C", "C", "C", "C", "C", "C", "C", "C", "C", "C", "C", "C", "C", "C", "H", "H", "H", "H", "H", "H", "H", "H", "H", "H", "H", "H", "H", "H", "H", "H", "H", "H", "H", "H", "H", "H", "H", "H", "H", "H"], "xyz": [[0.8008, -2.5163, 1.9085], [-3.2596, 2.1635, 1.8714], [-3.6545, 3.0515, -0.0433], [-2.6607, -3.2548, 2.1126], [-0.1765, 0.8418, -2.7709], [-2.2495, 1.2808, 0.0826], [4.1346, 0.7217, 0.2399], [2.5595, -0.7042, 1.0539], [-2.1295, -1.1713, 1.3282], [1.9667, -0.7064, -1.7247], [0.5234, 0.0802, 1.9355], [-3.1388, -0.9508, 0.3894], [2.1695, 1.6666, 1.1655], [-1.9411, -2.2831, 2.0852], [3.0444, 0.5775, 0.7514], [0.1552, 2.4153, 2.2830], [-4.1467, 0.5338, -1.2411], [-5.0273, -1.6683, -0.9275], [1.3265, -0.8689, 1.5911], [-5.0637, -0.4475, -1.5763], [-0.4082, -0.3276, -2.0241], [-2.6938, 2.4019, 0.6530], [2.5612, 2.9961, 0.9971], [0.7346, -1.3270, -2.1814], [-0.6774, -2.2180, 2.9320], [-3.2083, 0.2913, -0.2551], [3.0945, -1.6245, -1.7411], [1.7596, 4.0143, 1.4611], [0.9454, 1.3732, 1.7871], [2.2132, 0.4906, -2.5133], [-4.0723, -1.9237, 0.0385], [3.0810, -2.5585, -0.5304], [3.4298, -1.8290, 0.7678], [0.5654, 3.7192, 2.1183], [1.0284, 1.4448, -2.3634], [0.8096, -1.6330, -3.2407], [3.8267, -3.3405, -0.6786], [3.1067, -2.2252, -2.6667], [-0.5084, -0.0689, -0.9603], [-5.7420, -2.4369, -1.1785], [2.0606, 5.0427, 1.3338], [4.4380, -1.4137, 0.6899], [3.1188, 0.9757, -2.1446], [-4.1586, 1.4868, -1.7448], [1.1627, 2.3248, -2.9945], [-0.0412, 4.5239, 2.5082], [-0.6996, -3.0264, 3.6618], [-0.7553, 2.1726, 2.8091], [3.5043, 3.1934, 0.5108], [0.5205, -2.2111, -1.5785], [-1.4450, -0.4227, 1.4310], [-4.0421, -2.8791, 0.5339], [2.1079, -3.0398, -0.4337], [-5.7988, -0.2519, -2.3408], [0.9478, 1.7601, -1.3112], [-1.8464, 3.0904, 0.7942], [3.3839, -2.5266, 1.6092], [-1.3480, -0.7477, -2.3867], [-0.5439, -1.2496, 3.4107], [2.3463, 0.2478, -3.5824], [4.0097, -1.0292, -1.7112]], "lowdin_charge": [1.06, 0.09, 0.09, 0.07, -0.12, 0.05, 0.08, 0.01, 0.16, -0.17, 0.08, -0.14, -0.08, -0.53, -0.37, -0.03, -0.01, -0.07, -0.55, -0.08, -0.19, -0.47, -0.01, -0.15, -0.33, -0.18, -0.19, -0.07, -0.21, -0.16, 0.00, -0.15, -0.16, -0.07, -0.18, 0.13, 0.12, 0.12, 0.11, 0.11, 0.10, 0.13, 0.12, 0.12, 0.13, 0.11, 0.09, 0.11, 0.12, 0.12, 0.11, 0.10, 0.07, 0.10, 0.12, 0.15, 0.10, 0.13, 0.08, 0.13, 0.12]}


{"formula": "C6H10NO3", "method": "ωB97M-V/def2-TZVPD", "lumo_ha": -0.1432, "e_above_lowest_kj_mol": 52.5, "homo_energy_ev": -12.558, "gap_ev": 8.7, "smiles": "[NH3+][C@@]1(O)C=CC=C(O)[C@H]1O", "fmax_ev_per_a": 4.4, "total_charge": 1, "symbols": ["O", "O", "O", "N", "C", "C", "C", "C", "C", "C", "H", "H", "H", "H", "H", "H", "H", "H", "H", "H"], "xyz": [[-1.5147, -0.4295, -1.5105], [0.2999, -2.1057, -0.1675], [2.9750, -0.6959, -0.0231], [-1.2931, -0.6346, 0.9696], [0.6600, -0.7846, -0.6983], [0.4521, 2.0159, 0.2339], [1.7648, -0.0680, 0.0561], [-0.7653, 0.0173, -0.5037], [-0.6117, 1.4575, -0.4017], [1.6629, 1.2122, 0.4395], [3.6725, -0.2037, 0.2934], [-2.3319, 0.0487, -1.6356], [-2.3129, -0.7737, 0.8229], [0.7297, -0.7603, -1.7906], [-0.7046, -1.5278, 0.7549], [-1.5078, 2.0640, -0.7576], [1.1675, -2.6520, -0.0110], [2.5027, 1.6535, 0.8964], [-1.1439, -0.0504, 1.7813], [0.5209, 3.0784, 0.5077]], "lowdin_charge": [0.10, -0.04, 0.12, 0.25, -0.11, -0.02, -0.23, -0.42, -0.03, 0.00, 0.08, 0.13, 0.16, 0.18, 0.11, 0.15, 0.20, 0.11, 0.15, 0.13]}


{"formula": "C28H37N2O2PTi", "method": "ωB97M-V/def2-TZVPD", "lumo_ha": [0.0094, -0.0036], "e_above_lowest_kj_mol": 0.0, "homo_energy_ev": [-6.642, -7.318], "gap_ev": [6.9, 7.2], "s2": 2.0060, "spin_multiplicity": 3, "fmax_ev_per_a": 2.5, "total_charge": 0, "symbols": ["Ti", "P", "O", "O", "N", "N", "C", "C", "C", "C", "C", "C", "C", "C", "C", "C", "C", "C", "C", "C", "C", "C", "C", "C", "C", "C", "C", "C", "C", "C", "C", "C", "C", "C", "H", "H", "H", "H", "H", "H", "H", "H", "H", "H", "H", "H", "H", "H", "H", "H", "H", "H", "H", "H", "H", "H", "H", "H", "H", "H", "H", "H", "H", "H", "H", "H", "H", "H", "H", "H", "H"], "xyz": [[-0.3010, 0.3766, 0.5229], [0.6856, 2.1311, -0.8010], [-2.0348, -0.5037, 1.1837], [-0.1192, -1.0753, 2.0480], [1.0512, -2.4319, -1.3791], [-0.4223, -2.9737, 4.2256], [-2.1576, -1.3995, 3.3293], [1.1566, 3.6934, -0.0926], [-1.6453, -1.1505, -2.3218], [-0.1424, -3.2001, -1.3643], [1.3397, -1.2729, 4.5762], [-1.4524, 1.2252, -2.2322], [3.4550, -1.7376, 3.4891], [-3.4221, -0.8143, 3.4126], [1.5276, -1.9087, -2.6365], [-1.4775, -2.5746, -1.8744], [-2.8727, 0.2394, -3.9417], [-0.9158, 2.4884, -1.6041], [-3.8606, -2.1973, 5.3311], [-1.6725, -2.3354, 4.2739], [-4.2897, -1.2177, 4.4223], [-2.5749, -2.7291, 5.2634], [0.4439, -0.3920, 5.3804], [3.0248, -3.0199, 3.1319], [1.8299, 1.9025, -2.1915], [-2.3404, 1.3723, -3.3230], [2.0695, -2.8584, -0.4477], [-1.3974, -1.0188, 2.1730], [3.1454, 0.5031, 4.5462], [2.6314, -0.8715, 4.2103], [-2.5132, -1.0078, -3.4361], [-1.1355, -0.0186, -1.6514], [1.7476, -3.4181, 3.4750], [0.8853, -2.5153, 4.0981], [-0.6871, 3.2888, -2.3225], [2.2967, -1.1414, -2.4428], [-0.0750, -0.9446, 6.1738], [-1.5851, 2.8627, -0.8074], [2.1410, 3.6068, 0.3856], [-0.4853, -3.9670, 4.4186], [-1.7936, -3.2199, -2.7120], [-0.3230, -3.5524, -0.3367], [1.9886, -2.7304, -3.2211], [1.0185, 0.4117, 5.8523], [4.4549, -1.3917, 3.2091], [1.4105, 0.6997, 1.2860], [2.7196, -3.6312, -0.9031], [2.5042, 1.3005, 4.1522], [1.4030, 1.2427, -2.9621], [-5.2720, -0.7486, 4.5138], [-2.6270, 2.3774, -3.6686], [-2.9320, -1.9049, -3.9011], [2.7166, -2.0169, -0.1617], [-2.1951, -3.4483, 5.9878], [3.6743, -3.6904, 2.5745], [0.6793, -1.4932, -3.1907], [1.6068, -3.2968, 0.4475], [3.2366, 0.6576, 5.6278], [4.1405, 0.6466, 4.1144], [-4.5189, -2.5342, 6.1322], [-2.2074, -2.7580, -1.0664], [0.4053, 3.9995, 0.6470], [1.9890, 2.9130, -2.5918], [0.0321, -4.0783, -2.0148], [0.9874, 1.3178, 1.5239], [-3.6705, -0.0224, 2.6944], [2.7734, 1.4606, -1.8260], [1.1883, 4.3790, -0.9488], [1.3468, -4.3924, 3.1912], [-3.5624, 0.3119, -4.7949], [-0.3208, 0.0882, 4.7537]], "lowdin_spin": [1.63, 0.07, 0.01, 0.03, 0.01, 0.00, 0.00, 0.02, 0.00, 0.00, 0.00, 0.00, 0.00, 0.00, 0.00, 0.00, 0.00, 0.02, 0.00, 0.00, 0.00, 0.00, 0.00, 0.00, 0.01, 0.00, 0.00, 0.01, 0.00, 0.00, 0.00, -0.01, 0.00, 0.00, 0.00, 0.00, 0.00, 0.01, 0.00, 0.00, 0.00, 0.00, 0.00, 0.00, 0.00, 0.07, 0.00, 0.00, 0.00, 0.00, 0.00, 0.00, 0.00, 0.00, 0.00, 0.00, 0.00, 0.00, 0.00, 0.00, 0.00, 0.01, 0.00, 0.00, 0.09, 0.00, 0.00, 0.00, 0.00, 0.00, 0.00]}


{"formula": "C3H16NO3", "method": "ωB97M-V/def2-TZVPD", "lumo_ha": -0.1042, "e_above_lowest_kj_mol": 26.7, "homo_energy_ev": -15.245, "gap_ev": 12.4, "fmax_ev_per_a": 1.8, "total_charge": 1, "symbols": ["O", "O", "O", "N", "C", "C", "C", "H", "H", "H", "H", "H", "H", "H", "H", "H", "H", "H", "H", "H", "H", "H", "H"], "xyz": [[1.1315, -1.4825, -1.9083], [-1.8495, 0.4142, -0.9892], [-3.9853, -0.6557, 0.5654], [0.6168, 0.4455, 0.2156], [1.2299, -0.0066, 1.5013], [1.0604, 1.7792, -0.2132], [2.7351, 0.0067, 1.4074], [0.8409, 2.4989, 0.5425], [3.2308, -0.5892, 2.1750], [0.8669, 0.6469, 2.2848], [0.9330, -1.4979, -2.8492], [-0.4203, 0.4753, 0.2181], [0.8917, -1.0319, 1.6688], [0.6619, -2.2233, -1.5110], [-2.6926, 0.0754, -0.6326], [0.5254, 2.0507, -1.1302], [-2.0208, 0.6531, -1.9149], [3.1650, 0.9945, 1.5202], [-4.1772, -1.0914, 1.3979], [3.1745, -0.3692, 0.4744], [2.0881, 1.7725, -0.5524], [0.8044, -0.2694, -0.5026], [-4.3947, -1.1312, -0.1623]], "lowdin_charge": [-0.03, -0.05, -0.04, -0.03, -0.17, -0.01, -0.08, 0.10, 0.09, 0.13, 0.07, 0.13, 0.13, 0.07, 0.02, 0.11, 0.08, 0.08, 0.06, 0.09, 0.10, 0.10, 0.06]}